DFT (the ωB97M-V functional and the def2-TZVPD basis) results for an isolated molecule of C4H10N2O in a non-equilibrium geometry.

```
17
Properties=species:S:1:pos:R:3
C 0.45221 2.11824 0.88137
C 1.09612 1.01220 0.08785
O 2.26737 0.72273 0.11073
N 0.29468 0.55144 -0.97366
C -0.93784 -0.22773 -0.79398
C -0.80372 -1.70835 -0.37815
N 0.06570 -1.85497 0.79544
H 1.20820 2.49064 1.59545
H 0.33365 2.93712 0.17965
H -0.37292 2.09866 1.59079
H 0.71965 0.30841 -1.85436
H -1.75251 0.22167 -0.20543
H -1.40479 -0.22867 -1.79667
H -1.82224 -2.07870 -0.27338
H -0.30896 -2.33244 -1.13259
H 0.76090 -1.21817 1.09313
H 0.20450 -2.81209 1.07382
```

Values from the calculation:
Highest occupied orbital energy (eV): -8.71
SMILES: CC(=O)NCCN
Relative energy (zero: lowest compared OMol25 entry of this formula, charge and spin) (eV): 2.010